(1)
ORCA calculation (the ωB97M-V functional and the def2-TZVPD basis) on C15H26N4O2S in the gas phase.

Element x y z (Å)
C (-4.694633, -0.985463, -0.778519)
C (-3.612621, -2.054810, -0.860918)
C (-2.327312, -1.661132, -0.119461)
C (-1.664326, -0.496046, -0.751700)
N (-0.881690, -0.566787, -1.793272)
N (-0.457110, 0.670078, -2.099485)
C (-0.988984, 1.485761, -1.232066)
S (-0.704712, 3.204142, -1.134855)
C (1.099164, 3.163966, -1.420165)
C (1.737045, 2.239285, -0.391475)
O (1.871392, 2.569028, 0.771865)
N (2.123565, 1.053227, -0.887858)
C (2.703256, 0.010951, -0.069201)
C (1.795603, -1.226472, 0.029099)
C (2.766837, -2.399018, 0.094614)
C (3.840782, -1.996222, -0.911935)
C (4.040351, -0.500371, -0.652016)
N (-1.781039, 0.806897, -0.350902)
C (-2.409753, 1.364023, 0.815312)
C (-1.373024, 1.619292, 1.911937)
O (-0.796753, 0.388304, 2.282815)
C (0.308732, 0.555496, 3.140681)
H (-4.352333, -0.052778, -1.222116)
H (-4.976154, -0.798159, 0.256312)
H (-5.582760, -1.307991, -1.316684)
H (-3.989066, -2.984770, -0.430695)
H (-3.363893, -2.241644, -1.906786)
H (-2.536149, -1.442782, 0.928439)
H (-1.626388, -2.495947, -0.164629)
H (1.431276, 4.188557, -1.260170)
H (1.275953, 2.848268, -2.446222)
H (1.818449, 0.783013, -1.813815)
H (2.859817, 0.459983, 0.915087)
H (1.192776, -1.304295, -0.877984)
H (1.120412, -1.174544, 0.881106)
H (3.199366, -2.476923, 1.093538)
H (2.291914, -3.346475, -0.154129)
H (3.467469, -2.157289, -1.924026)
H (4.763668, -2.561704, -0.792910)
H (4.298635, 0.041161, -1.561389)
H (4.842449, -0.343052, 0.068380)
H (-2.891379, 2.307190, 0.544919)
H (-3.160314, 0.659928, 1.175819)
H (-0.594192, 2.303732, 1.547983)
H (-1.867400, 2.090837, 2.775193)
H (0.003460, 1.018939, 4.086271)
H (1.074754, 1.181583, 2.670314)
H (0.704867, -0.438949, 3.335707)

Cartesian forces (eV/Å) of the 3 atoms listed first:
0.098 -0.217 -0.071
-0.019 0.103 0.152
-0.232 -0.165 -0.153

F_max = 1.052 eV/Å
Energy above the lowest of the compared OMol25 structures with the same formula, charge and spin = 0.00 kcal per mole
Molar mass = 326.5 g mol⁻¹
HOMO energy = -8.566 eV
E_LUMO = 0.0245 Eh
Frontier orbital gap = 9.23 eV
SMILES = CCCc1nnc(SCC(=O)NC2CCCC2)n1CCOC

Löwdin population analysis, charges in e, atoms 1 to 5:
1. C -0.106
2. C -0.240
3. C -0.127
4. C -0.322
5. N 0.068

---

(2)
ORCA calculation (the ωB97M-V functional and the def2-TZVPD basis) on a molecular structure, C28H25Cl5N8NiO3S4.

Element x y z (Å)
Ni (0.080871, 0.530695, -0.464939)
C (-3.480440, -1.434779, -2.815641)
C (-2.842827, -2.409586, -1.832025)
S (-2.240265, -1.697844, -0.295563)
O (-1.740998, -0.308162, -0.654972)
C (-3.752394, -1.383886, 0.634255)
C (-4.655574, -0.280115, 0.106973)
H (-3.367237, -1.863817, -3.810279)
H (-2.952466, -0.482256, -2.795225)
H (-4.533734, -1.264548, -2.622966)
H (-1.929447, -2.803098, -2.269054)
H (-3.474237, -3.252951, -1.549114)
H (-3.361806, -1.128245, 1.617112)
H (-4.249627, -2.350837, 0.720271)
H (-4.059635, 0.523913, -0.329333)
H (-5.240236, 0.139748, 0.925131)
H (-5.350818, -0.645117, -0.645798)
N (-0.798333, -1.537859, 4.362419)
N (-0.087580, -0.953020, 3.330881)
N (1.204388, -0.778503, 3.382934)
C (1.452792, -0.290998, 2.172183)
N (0.334332, -0.189180, 1.443441)
N (-0.645546, -0.627562, 2.212569)
H (-0.230197, -1.420291, 5.198102)
H (-1.668535, -1.021269, 4.464353)
H (2.425279, -0.017533, 1.821823)
S (-4.598146, 5.479370, 0.669990)
C (-3.356368, 4.229836, 0.532700)
C (-2.299484, 4.452143, -0.342243)
C (-1.308075, 3.493904, -0.450450)
N (-1.303128, 2.350435, 0.236540)
C (-2.312957, 2.161177, 1.081472)
C (-3.347876, 3.058389, 1.277936)
C (-6.008268, 4.539123, 1.189419)
C (-6.654093, 4.867230, 2.367678)
C (-7.787852, 4.144332, 2.722473)
N (-8.280412, 3.143821, 2.004522)
C (-7.649702, 2.844222, 0.868867)
C (-6.527124, 3.510457, 0.412361)
H (-2.258383, 5.343792, -0.951456)
H (-0.483441, 3.649067, -1.139927)
H (-2.308923, 1.222813, 1.623468)
H (-4.132213, 2.831152, 1.988000)
H (-6.284923, 5.658747, 3.002443)
H (-8.312548, 4.381508, 3.637984)
H (-8.071057, 2.032741, 0.290026)
H (-6.064608, 3.234061, -0.524973)
Cl (1.906237, -1.795559, -1.136706)
C (2.740425, -0.313687, -0.787381)
C (1.975694, 0.803926, -0.448631)
C (2.682253, 1.938366, -0.095325)
Cl (1.801384, 3.340769, 0.432229)
C (4.077906, 2.000791, -0.119933)
Cl (4.906472, 3.449250, 0.308609)
C (4.805283, 0.876077, -0.493875)
Cl (6.527006, 0.927724, -0.539435)
C (4.131680, -0.300295, -0.820969)
Cl (5.014799, -1.714256, -1.250978)
O (-1.453724, -2.823826, -4.845082)
S (-0.145543, -2.233523, -4.719133)
O (0.989710, -3.109524, -4.708863)
N (-0.133307, -1.271112, -3.383003)
C (0.056925, -0.027377, -3.688247)
S (0.149583, 1.293601, -2.614197)
C (0.195085, 0.239049, -5.162884)
C (0.403289, 1.439134, -5.820170)
C (0.490416, 1.422546, -7.206282)
C (0.378157, 0.232720, -7.919719)
C (0.174558, -0.973508, -7.259622)
C (0.085026, -0.930370, -5.885518)
H (0.498178, 2.360401, -5.260164)
H (0.652226, 2.347935, -7.740649)
H (0.453095, 0.247663, -8.998046)
H (0.092538, -1.905539, -7.797597)

Cartesian forces (eV/Å) of the 3 atoms listed first:
0.694 -0.375 -0.030
0.082 -0.196 0.023
0.021 0.233 -0.155

F_max = 0.790 eV/Å
Energy above the lowest of the compared OMol25 structures with the same formula, charge and spin = 0.00 kcal per mole
Molar mass = 885.8 g mol⁻¹
HOMO energy (spin up / spin down) = -8.110 / -8.108 eV
E_LUMO (spin up / spin down) = -0.0035 / -0.0035 Eh
Frontier orbital gap (spin up / spin down) = 8.02 / 8.01 eV

Löwdin population analysis, charges in e, atoms 1 to 5:
1. Ni 0.133
2. C -0.113
3. C -0.370
4. S 0.959
5. O -0.590

---

(3)
ORCA calculation (the ωB97M-V functional and the def2-TZVPD basis) on C21H21BrN4O2 in the gas phase.

Element x y z (Å)
C (0.082987, 4.916147, -3.315298)
O (-0.352425, 3.749840, -2.657071)
C (0.569271, 2.951842, -2.056099)
C (1.933938, 3.211696, -2.017646)
C (2.786442, 2.352350, -1.350590)
C (2.298876, 1.206140, -0.730912)
C (3.182495, 0.357547, 0.033466)
N (2.723252, -0.635243, 0.683524)
N (3.529724, -1.385442, 1.444728)
C (3.056853, -2.415589, 2.212701)
O (3.772251, -2.964277, 3.022498)
C (1.637401, -2.786945, 1.959155)
C (0.789506, -3.025788, 3.034750)
C (-0.525981, -3.391290, 2.810600)
C (-1.001044, -3.547208, 1.519657)
C (-0.140393, -3.329113, 0.457019)
Br (-0.747841, -3.581807, -1.328470)
C (1.171776, -2.944943, 0.659417)
C (0.928527, 0.927628, -0.810621)
C (0.061058, 1.792498, -1.436153)
C (-1.429424, 1.579448, -1.486551)
N (-1.945135, 0.556365, -0.623539)
N (-2.721017, -0.391146, -1.155819)
C (-3.175058, -1.120542, -0.152991)
C (-4.110443, -2.255722, -0.376310)
C (-2.675415, -0.624503, 1.064905)
C (-1.899383, 0.464984, 0.728280)
C (-1.157125, 1.415536, 1.596242)
H (0.564312, 5.613680, -2.622636)
H (-0.816727, 5.375536, -3.721290)
H (0.769671, 4.681731, -4.134172)
H (2.341535, 4.089507, -2.493054)
H (3.841411, 2.580630, -1.307169)
H (4.244558, 0.630550, 0.063311)
H (4.514510, -1.130319, 1.564987)
H (1.170939, -2.918884, 4.038518)
H (-1.187887, -3.566309, 3.645191)
H (-2.023190, -3.842365, 1.342575)
H (1.825219, -2.787585, -0.183866)
H (0.563879, 0.019242, -0.358768)
H (-1.726274, 1.291078, -2.500053)
H (-1.918181, 2.537867, -1.264743)
H (-4.571317, -2.152963, -1.354517)
H (-3.585159, -3.209408, -0.352411)
H (-4.880692, -2.267285, 0.392710)
H (-2.865975, -1.000078, 2.050331)
H (-0.101175, 1.150804, 1.660220)
H (-1.576639, 1.392122, 2.599257)
H (-1.226489, 2.429983, 1.206708)

Cartesian forces (eV/Å) of the 3 atoms listed first:
0.058 0.223 -0.121
-0.048 -0.345 0.164
0.209 -0.176 0.165

F_max = 1.176 eV/Å
Energy above the lowest of the compared OMol25 structures with the same formula, charge and spin = 39.70 kcal per mole
Molar mass = 441.3 g mol⁻¹
HOMO energy = -8.234 eV
E_LUMO = 0.0128 Eh
Frontier orbital gap = 8.58 eV
SMILES = COc1ccc(/C=N/NC(=O)c2cccc(Br)c2)cc1Cn1nc(C)cc1C

Löwdin population analysis, charges in e, atoms 1 to 5:
1. C -0.075
2. O -0.084
3. C -0.225
4. C -0.011
5. C -0.033

---

(4)
ORCA calculation (the ωB97M-V functional and the def2-TZVPD basis) on a molecular structure, C43H67ClIrNO2P2Si.

Element x y z (Å)
Ir (0.343248, 0.109319, 0.685812)
C (3.147552, -2.352322, -0.008926)
Si (2.337283, -0.756838, -0.608312)
C (3.671555, 0.592118, -0.509717)
C (4.994914, 0.318396, -0.864946)
C (5.961233, 1.312204, -0.885372)
C (5.613498, 2.614702, -0.556082)
C (4.311460, 2.908137, -0.184885)
C (3.342209, 1.903920, -0.134738)
P (1.619260, 2.212052, 0.365040)
C (1.553121, 3.264562, 1.886803)
C (2.405931, 4.551563, 2.016033)
C (3.644476, 4.321495, 2.879457)
C (3.241451, 4.010438, 4.326009)
C (1.949347, 3.176986, 4.373939)
C (1.787581, 2.348117, 3.104315)
C (0.826451, 3.128706, -1.018523)
C (1.313213, 4.533932, -1.366333)
C (0.319207, 5.191232, -2.346771)
C (-0.374790, 4.165673, -3.256392)
C (0.574861, 3.013169, -3.554424)
C (0.874512, 2.227929, -2.269589)
C (1.904644, -1.028908, -2.426818)
C (2.823875, -0.907634, -3.468352)
C (2.468698, -1.177246, -4.782278)
C (1.173488, -1.585930, -5.072574)
C (0.237844, -1.702263, -4.057413)
C (0.583432, -1.412879, -2.733784)
P (-0.621998, -1.340000, -1.382325)
C (-2.325580, -1.210248, -2.105003)
C (-2.962455, -2.437891, -2.801301)
C (-4.061592, -2.011984, -3.786033)
C (-4.840198, -0.829795, -3.219494)
C (-3.938417, 0.414868, -3.150370)
C (-2.458587, 0.040820, -2.983895)
C (-0.558806, -2.946089, -0.477472)
C (-0.322478, -4.222082, -1.302647)
C (-0.805925, -5.460485, -0.531961)
C (-0.561467, -5.286195, 0.965063)
C (-1.424477, -4.143190, 1.533999)
C (-1.759046, -3.094869, 0.463493)
H (3.908412, -2.693346, -0.716765)
H (2.414186, -3.151807, 0.105090)
H (3.609735, -2.190046, 0.965450)
H (5.277989, -0.694645, -1.129154)
H (6.980487, 1.075090, -1.163381)
H (6.357074, 3.401156, -0.583488)
H (4.058490, 3.927711, 0.066531)
H (0.494445, 3.556346, 1.891001)
H (1.790291, 5.319111, 2.496372)
H (2.679844, 4.962877, 1.048239)
H (4.297050, 5.196247, 2.844409)
H (4.222456, 3.490008, 2.470250)
H (3.101128, 4.940768, 4.881570)
H (4.052558, 3.472027, 4.820677)
H (1.079032, 3.833169, 4.476733)
H (1.947065, 2.526194, 5.249500)
H (0.966309, 1.638822, 3.202782)
H (2.680751, 1.732578, 2.949941)
H (-0.217067, 3.203931, -0.693339)
H (2.310145, 4.469689, -1.812871)
H (1.400013, 5.162160, -0.481580)
H (0.854003, 5.924291, -2.955557)
H (-0.433044, 5.746313, -1.781529)
H (-0.713245, 4.648534, -4.174668)
H (-1.268687, 3.769230, -2.765136)
H (1.502458, 3.414477, -3.974684)
H (0.162405, 2.336493, -4.305230)
H (1.854299, 1.751990, -2.360422)
H (0.150067, 1.421200, -2.142525)
H (3.837648, -0.587801, -3.251609)
H (3.198735, -1.074857, -5.575493)
H (0.889788, -1.811686, -6.093037)
H (-0.767095, -2.012581, -4.308439)
H (-2.905791, -1.000006, -1.196548)
H (-3.400685, -3.088358, -2.041697)
H (-2.222324, -3.044070, -3.322609)
H (-4.718970, -2.859536, -3.990768)
H (-3.619164, -1.724795, -4.745220)
H (-5.191216, -1.095074, -2.216989)
H (-5.733230, -0.623284, -3.811540)
H (-4.246112, 1.052073, -2.318440)
H (-4.053530, 1.008548, -4.060824)
H (-1.920827, 0.874143, -2.533733)
H (-2.004462, -0.143043, -3.959559)
H (0.304007, -2.802451, 0.181014)
H (0.747535, -4.307627, -1.512763)
H (-0.816378, -4.173412, -2.273321)
H (-0.305361, -6.353552, -0.911177)
H (-1.876749, -5.610074, -0.703350)
H (0.498303, -5.062689, 1.124222)
H (-0.760668, -6.216029, 1.501187)
H (-0.890027, -3.646858, 2.347029)
H (-2.353058, -4.540627, 1.954539)
H (-1.999784, -2.149691, 0.953191)
H (-2.639268, -3.402329, -0.106574)
Cl (1.133773, -1.134152, 2.569308)
C (-2.017842, 1.555513, 2.070895)
C (-1.447346, 1.166519, 0.717111)
O (-1.939155, 1.597599, -0.302701)
H (-2.427659, 2.566602, 2.014276)
H (-1.279944, 1.468089, 2.866446)
H (-2.812355, 0.842916, 2.297551)
C (-4.694779, -2.826508, 3.622367)
N (-3.609280, -2.627106, 4.562771)
C (-3.697408, -3.308505, 5.840783)
C (-2.513803, -1.905482, 4.188449)
C (-1.385645, -1.817072, 5.186133)
O (-2.443064, -1.360695, 3.096569)
H (-4.819611, -3.889046, 3.397615)
H (-4.457311, -2.294184, 2.706496)
H (-5.633426, -2.444043, 4.029781)
H (-4.723988, -3.638448, 5.987066)
H (-3.440342, -2.644535, 6.665390)
H (-3.050944, -4.189453, 5.886592)
H (-1.098508, -2.801107, 5.557766)
H (-1.680441, -1.210092, 6.044767)
H (-0.539414, -1.355205, 4.685627)

Cartesian forces (eV/Å) of the 3 atoms listed first:
0.579 0.127 -0.350
-0.008 0.051 0.016
-0.159 0.016 0.039

F_max = 0.689 eV/Å
Energy above the lowest of the compared OMol25 structures with the same formula, charge and spin = 3.32 kcal per mole
Molar mass = 947.7 g mol⁻¹
HOMO energy (spin up / spin down) = -4.348 / -8.042 eV
E_LUMO (spin up / spin down) = 0.0234 / -0.0418 Eh
Frontier orbital gap (spin up / spin down) = 4.98 / 6.90 eV
2S+1 = 5

Löwdin population analysis, charges in e, atoms 1 to 5:
1. Ir 0.696
2. C -0.219
3. Si 0.503
4. C -0.284
5. C -0.097

---

Respective E values: -36868.0525 -194499.1099 -102215.0996 -93081.0048 eV.